Record 1
The following is a DFT calculation (ωB97M-V with the def2-TZVPD basis set) of a structure of composition C3H10N2 in a non-equilibrium geometry.

```
15
Properties=species:S:1:pos:R:3:forces:R:3:lowdin_charge:R:1
N 2.29580 0.49138 -0.14394 0.692 -0.625 -0.745 -0.001
C 1.26926 -0.56270 -0.01900 0.835 0.470 -0.239 -0.308
C 0.16838 0.34770 -0.31398 -1.797 -2.681 4.320 -0.037
N -1.32288 -0.73513 0.37217 -0.044 3.693 -3.265 -0.127
C -2.29267 0.32343 0.02693 -1.062 -0.743 -0.558 -0.287
H 3.00514 0.34250 -0.84594 0.155 0.048 0.352 0.072
H 2.61568 0.90906 0.71258 0.189 -0.230 -0.021 0.075
H 1.19090 -0.91977 1.01230 -0.025 -0.126 -0.313 0.109
H 1.31812 -1.42538 -0.71044 0.477 0.615 0.294 0.123
H 0.13394 0.87290 -1.25571 -0.872 -0.573 -0.386 0.106
H -0.02198 0.90799 0.59512 0.284 0.747 -0.702 0.086
H -1.78162 -1.29604 1.07036 1.357 -0.340 0.657 0.030
H -1.94111 1.30863 -0.29549 0.725 0.090 0.708 0.038
H -3.00306 0.52596 0.84566 -0.145 -0.152 -0.474 0.065
H -2.78391 0.05509 -0.92309 -0.768 -0.195 0.373 0.056
```
Positions in Å, forces in eV/Å.

HOMO in Ha: -0.26479
Orbital gap in eV: 8.009
ΔE to the lowest compared entry with this formula, charge and spin in kcal per mole: 109.1
E_tot in eV: -6248.699
LUMO energy in eV: 0.8

***

Record 2
The following is a DFT calculation (ωB97M-V with the def2-TZVPD basis set) of a structure of composition C3H4BrN in a non-equilibrium geometry.

```
9
Properties=species:S:1:pos:R:3:forces:R:3:lowdin_charge:R:1
C -0.24991 1.04614 1.30447 0.739 0.406 0.058 -0.363
C 0.47444 -0.18893 -1.09042 0.289 -1.643 3.180 -0.024
C -0.51325 -0.10166 0.57830 -0.259 -3.303 -5.112 -0.617
N 0.11452 2.07596 1.63374 0.123 1.134 0.840 0.172
Br -0.33047 -1.91322 1.50529 -0.176 1.797 -0.708 0.559
H 0.72131 0.85550 -1.39350 -1.025 -0.973 -0.184 0.058
H -0.18509 -0.96182 -1.59277 0.635 1.782 -0.036 0.057
H 1.48005 -0.73814 -0.95630 -1.588 0.942 0.343 0.063
H -1.51158 -0.07382 0.01119 1.263 -0.143 1.618 0.096
```
Positions in Å, forces in eV/Å.

HOMO in Ha: -0.38094
Orbital gap in eV: 10.411
ΔE to the lowest compared entry with this formula, charge and spin in kcal per mole: 42.4
E_tot in eV: -74705.986
LUMO energy in eV: 0.0

***

Record 3
The following is a DFT calculation (ωB97M-V with the def2-TZVPD basis set) of the molecule C3H5NO2.

```
11
Properties=species:S:1:pos:R:3:forces:R:3:lowdin_charge:R:1
N -1.30908 0.76044 0.80659 -0.020 -0.031 -0.077 0.181
C -0.97870 -0.41731 0.21467 -0.166 -0.153 -0.238 -0.504
O -1.78922 -1.20863 -0.23380 0.197 0.234 0.200 0.055
C 0.49719 -0.68893 0.08459 -0.106 -0.230 -0.326 -0.220
C 1.30279 0.09852 -0.84047 0.053 0.100 -0.387 -0.097
O 1.37081 0.32163 0.56206 0.048 -0.012 0.096 -0.030
H -0.61369 1.38643 1.18232 0.002 -0.213 -0.131 0.105
H -2.28187 1.02598 0.82482 0.148 -0.105 0.032 0.116
H 0.80898 -1.72672 0.10780 -0.163 -0.062 0.768 0.152
H 2.20627 -0.36331 -1.23504 -0.230 0.112 -0.144 0.118
H 0.78651 0.81190 -1.47354 0.237 0.360 0.208 0.122
```
Positions in Å, forces in eV/Å.

HOMO in Ha: -0.36843
Orbital gap in eV: 10.972
Structure (SMILES): NC(=O)[C@H]1CO1
ΔE to the lowest compared entry with this formula, charge and spin in kcal per mole: 32.2
E_tot in eV: -8776.299
LUMO energy in eV: 0.9

***

Record 4
The following is a DFT calculation (ωB97M-V with the def2-TZVPD basis set) of a structure of composition C41H56B2ClN11O4Ru in a non-equilibrium geometry.

```
116
Properties=species:S:1:pos:R:3:forces:R:3:lowdin_charge:R:1
Ru -1.22688 -1.73655 0.46665 0.074 0.416 -0.327 1.149
C -5.07345 -2.00443 2.12095 0.737 0.037 -0.527 -0.035
C -3.98098 -1.26833 1.56819 -0.738 -3.226 -0.069 -0.095
N -3.08957 -2.15210 1.01256 -2.558 0.039 1.237 -0.132
N -3.59507 -3.45794 1.21608 -0.753 2.715 0.167 0.000
C -4.80227 -3.35630 1.82963 0.839 0.658 -0.121 -0.039
B -2.65219 -4.65189 0.99205 0.879 1.259 -0.293 -0.473
N -2.07508 -4.49185 -0.46711 0.640 -0.235 -2.468 -0.012
C -2.16093 -5.39213 -1.49516 1.570 1.937 -0.726 -0.024
C -1.45297 -4.82960 -2.61883 -0.548 -0.469 1.371 -0.036
C -0.95989 -3.57516 -2.18566 -1.830 -2.474 1.389 -0.168
N -1.36862 -3.38576 -0.90805 -0.035 -1.220 -0.478 -0.070
N -1.44272 -4.35095 1.93500 1.115 0.738 1.028 -0.015
C -0.76641 -5.16212 2.79544 0.561 0.800 -0.926 -0.057
C 0.40439 -4.51222 3.20705 0.257 0.827 -0.165 -0.044
C 0.39580 -3.21774 2.57137 -2.771 -1.798 -0.006 -0.057
N -0.80001 -3.11660 1.86382 2.691 -1.990 1.159 -0.111
H -5.92371 -1.59178 2.67288 0.403 -0.318 -0.467 0.105
H -3.87048 -0.20591 1.52377 0.336 0.235 -0.040 0.090
H -5.38190 -4.26664 1.98618 0.198 0.443 0.151 0.135
H -3.19389 -5.69895 1.16509 0.161 -0.009 -0.003 0.121
H -2.62295 -6.35837 -1.34975 -0.044 0.178 -0.118 0.121
H -1.27384 -5.29731 -3.57838 -0.134 0.012 0.204 0.092
H -0.33976 -2.89286 -2.72938 0.158 0.315 0.142 0.083
H -1.11158 -6.18318 2.95208 0.093 0.443 0.116 0.130
H 1.18139 -4.90449 3.89616 -0.816 0.360 -0.727 0.107
H 1.09917 -2.38156 2.61777 -0.482 -0.538 0.030 0.089
C 0.14746 0.47551 2.35202 -0.592 -0.575 -0.218 0.014
N 2.33717 0.10710 0.89043 1.286 1.479 0.695 0.142
C 3.59960 0.90809 0.63391 -0.622 -0.749 -0.012 -0.101
C 4.63000 0.12828 -0.14178 0.509 -0.687 -0.477 -0.143
C 3.99548 -0.46138 -1.39765 0.405 0.239 -0.174 -0.167
N 2.83881 -1.21904 -1.00153 -1.066 0.176 0.460 -0.095
C 2.42184 -2.28214 -1.88798 -0.796 -0.595 -0.187 -0.046
C 1.94779 -0.79250 -0.01774 -0.312 -1.972 -0.055 -0.396
O 0.85092 -1.44086 0.07718 1.029 0.893 -0.262 -0.146
H -0.40397 -0.44700 1.94544 0.598 1.499 0.652 0.009
H -0.00178 1.36056 1.73556 -0.516 -0.061 -0.561 0.057
H -0.31937 0.76493 3.30525 0.410 -0.420 0.030 0.083
H 4.00920 1.22839 1.58618 -0.072 0.005 0.001 0.121
H 3.27046 1.78881 0.08911 0.241 0.305 -0.095 0.123
H 5.07092 -0.68993 0.45676 -0.515 0.202 -0.097 0.136
H 5.50040 0.71021 -0.43266 -0.113 0.508 0.058 0.121
H 4.68364 -1.14949 -1.92068 -0.214 0.324 0.340 0.130
H 3.71576 0.31596 -2.15145 0.223 -0.227 0.504 0.131
H 1.78327 -2.98448 -1.31981 0.295 0.395 -0.457 0.088
H 3.27916 -2.85640 -2.28124 -0.208 0.513 0.284 0.103
H 1.84205 -1.88509 -2.75198 0.269 -0.276 0.329 0.090
C 6.14439 0.53029 7.56105 -0.265 -0.633 -0.284 -0.031
C 4.68241 0.06733 7.70235 -0.520 0.312 -0.800 -0.530
C 4.69248 -1.44297 7.91868 0.301 -0.472 0.701 -0.068
C 3.92526 0.74260 8.88250 -0.609 0.031 -1.335 -0.027
C 3.97972 0.52020 6.37406 -0.283 -2.990 0.414 -0.109
C 3.76739 1.88943 6.20097 0.137 0.989 -0.189 -0.007
C 3.16570 2.41070 5.07781 -0.335 0.856 0.099 0.062
C 2.67908 1.50427 4.10008 1.057 -0.078 0.349 -0.199
O 2.22037 1.74834 2.92044 -0.265 -0.376 -0.325 0.138
B 1.73568 0.34084 2.30804 -0.863 0.054 -0.007 -0.694
O 2.29740 -0.62196 3.31870 1.164 1.172 0.943 0.142
C 2.84883 0.09076 4.32371 -1.074 -0.804 -1.317 -0.151
C 3.49478 -0.41561 5.42052 0.725 0.438 0.969 0.091
H 6.72027 0.28142 8.44770 0.051 0.266 0.149 0.098
H 6.20421 1.56355 7.28527 0.166 0.802 0.361 0.072
H 6.60374 0.01485 6.71488 -0.002 -0.233 0.069 0.093
H 5.10569 -1.64372 8.94736 -0.417 0.158 -0.988 0.108
H 5.36844 -1.95219 7.21714 -0.270 0.110 0.065 0.089
H 3.69824 -1.91053 7.86744 0.230 0.210 0.025 0.092
H 4.18693 0.29107 9.80587 0.469 -0.329 0.876 0.074
H 2.83057 0.61703 8.77198 0.480 -0.007 -0.032 0.106
H 4.12287 1.80528 8.92230 0.094 0.229 0.213 0.074
H 4.17341 2.48229 7.03250 -0.456 0.291 -0.834 0.126
H 3.02950 3.49881 4.95002 0.121 -0.753 0.010 0.139
H 3.63163 -1.49446 5.47022 0.023 0.308 0.330 0.136
C -5.34535 1.57528 -5.74661 0.779 0.898 0.846 -0.029
C -3.91825 1.95743 -6.23053 0.978 -0.647 -0.868 -0.483
C -3.85582 3.31768 -6.97788 -0.536 0.412 0.614 -0.040
C -3.59778 0.94975 -7.37186 -0.453 -0.504 0.046 -0.050
C -2.83538 1.90437 -5.07528 -0.113 0.366 0.115 -0.415
O -3.26639 2.87740 -4.14163 0.720 0.507 0.651 -0.018
C -1.37586 2.20079 -5.59602 -0.152 0.092 0.723 -0.082
C -0.25842 2.29187 -4.50744 -0.824 -1.257 -0.255 -0.092
C -0.34870 3.40253 -3.52792 1.024 -0.413 -0.595 -0.144
C -0.91263 4.63625 -3.90093 -1.534 1.143 0.943 0.050
C -1.24894 5.56870 -2.92751 -0.584 0.107 -1.007 -0.021
C -0.76835 5.35131 -1.63819 -0.369 1.259 0.846 -0.588
Cl -1.04795 6.48582 -0.36855 0.005 -0.641 -0.955 0.843
C 0.00157 4.23262 -1.31283 0.959 -1.526 0.632 -0.053
C 0.22675 3.24324 -2.24189 -0.557 0.901 0.438 0.029
C -2.90016 0.50391 -4.43993 -0.847 -1.100 -0.909 -0.036
N -2.69471 0.41554 -3.01032 1.157 -0.367 2.557 -0.053
C -2.16219 -0.63037 -2.36507 0.247 -0.040 0.760 -0.076
N -1.93416 -0.35723 -1.05709 -0.190 -0.161 -1.674 -0.015
C -2.37654 0.90445 -0.95724 -0.520 0.355 0.305 -0.182
N -2.86758 1.40865 -2.07145 0.406 0.014 -0.329 0.105
H -6.02184 1.84506 -6.52449 -0.611 0.157 -0.598 0.081
H -5.66916 2.09041 -4.83119 0.248 0.045 -0.271 0.100
H -5.46548 0.51472 -5.56977 0.032 -0.274 -0.125 0.073
H -4.74113 3.35746 -7.63570 0.486 0.181 0.174 0.098
H -2.95416 3.43196 -7.58997 -0.227 -0.328 -0.038 0.082
H -3.87039 4.20538 -6.32540 -0.256 -0.396 0.014 0.089
H -4.30751 1.19425 -8.17379 0.343 -0.187 0.007 0.099
H -3.76304 -0.11950 -7.15631 -0.063 0.368 0.332 0.093
H -2.58929 1.01074 -7.76798 0.118 0.326 -0.119 0.077
H -3.03350 2.65554 -3.18576 -0.478 -0.032 -1.272 0.069
H -1.34367 3.08589 -6.22466 -0.210 0.149 0.053 0.107
H -1.09842 1.38616 -6.24260 0.162 -0.353 -0.303 0.110
H 0.71056 2.30904 -5.04721 -0.207 0.369 0.235 0.162
H -0.20969 1.31882 -3.95820 -0.013 0.656 -0.166 0.129
H -1.29460 4.76819 -4.89613 0.014 0.055 -0.229 0.129
H -1.95883 6.40157 -3.10178 0.872 -0.486 -0.138 0.148
H 0.34969 4.18686 -0.27759 0.110 -0.246 -0.436 0.124
H 0.78261 2.33917 -2.05591 0.053 -0.077 0.371 0.127
H -2.17221 -0.21423 -4.89699 -0.605 0.700 0.282 0.159
H -3.91776 0.10805 -4.63260 0.730 0.136 0.140 0.128
H -1.97241 -1.59320 -2.80667 -0.028 0.095 -0.172 0.109
H -2.39629 1.42326 -0.00245 0.036 0.085 -0.376 0.127
```
Positions in Å, forces in eV/Å.

Multiplicity: 5
HOMO (spin up / spin down) in Ha: -0.39947 / -0.43027
Orbital gap (spin up / spin down) in eV: 5.559 / 2.372
Expectation value of S²: 6.040
ΔE to the lowest compared entry with this formula, charge and spin in kcal per mole: 0.0
E_tot in eV: -84452.272
Charge: +2
LUMO energy (spin up / spin down) in eV: -5.3 / -9.3

***

Repeat the third record exactly.
The following is a DFT calculation (ωB97M-V with the def2-TZVPD basis set) of the molecule C3H5NO2.

```
11
Properties=species:S:1:pos:R:3:forces:R:3:lowdin_charge:R:1
N -1.30908 0.76044 0.80659 -0.020 -0.031 -0.077 0.181
C -0.97870 -0.41731 0.21467 -0.166 -0.153 -0.238 -0.504
O -1.78922 -1.20863 -0.23380 0.197 0.234 0.200 0.055
C 0.49719 -0.68893 0.08459 -0.106 -0.230 -0.326 -0.220
C 1.30279 0.09852 -0.84047 0.053 0.100 -0.387 -0.097
O 1.37081 0.32163 0.56206 0.048 -0.012 0.096 -0.030
H -0.61369 1.38643 1.18232 0.002 -0.213 -0.131 0.105
H -2.28187 1.02598 0.82482 0.148 -0.105 0.032 0.116
H 0.80898 -1.72672 0.10780 -0.163 -0.062 0.768 0.152
H 2.20627 -0.36331 -1.23504 -0.230 0.112 -0.144 0.118
H 0.78651 0.81190 -1.47354 0.237 0.360 0.208 0.122
```
Positions in Å, forces in eV/Å.

HOMO in Ha: -0.36843
Orbital gap in eV: 10.972
Structure (SMILES): NC(=O)[C@H]1CO1
ΔE to the lowest compared entry with this formula, charge and spin in kcal per mole: 32.2
E_tot in eV: -8776.299
LUMO energy in eV: 0.9

***

> Among the records above, which one has the lowest ΔE to the lowest compared entry with this formula, charge and spin?

C41H56B2ClN11O4Ru

***

> E_tot of number 3 (C3H5NO2)?

-8776.299 eV